Here is a structure of composition C37H31HfN8O4S4 at a distorted geometry from OMol25. Energies are from ωB97M-V/def2-TZVPD.

Output
Gap between HOMO and LUMO   6.74 eV
Charge   +1
Max |F|   5.9 eV/A
E_LUMO   -4.091 eV
Molecular weight   958.47 g/mol

Atoms and positions in Å:
Hf 0.475 -0.578 0.754
N 3.269 -2.366 0.873
C 3.341 -1.205 1.546
N 2.303 -0.476 1.931
C 2.585 0.582 2.787
C 3.869 0.599 3.191
S 4.771 -0.570 2.323
C 1.447 1.500 3.179
C 1.365 2.557 4.045
S -0.208 3.303 3.910
C -0.669 2.038 2.775
N 0.258 1.198 2.427
N -2.018 2.010 2.579
H 2.377 -2.872 0.895
H 4.037 -2.772 0.344
H 4.371 1.309 3.865
H 2.109 3.022 4.652
H -2.595 2.725 2.910
H -2.340 1.413 1.864
N -5.191 -9.345 1.217
C -5.022 -8.203 1.218
C -4.395 -6.917 1.111
C -4.854 -5.854 0.264
C -4.022 -4.765 0.016
C -2.784 -4.613 0.657
C -2.354 -5.709 1.432
C -3.117 -6.803 1.598
C -1.813 -3.454 0.626
C -1.322 -2.984 1.913
C -1.963 -3.208 3.075
C -1.251 -2.584 4.152
C -0.187 -1.959 3.559
N -0.228 -2.153 2.176
C -1.186 -3.111 -0.560
C -1.345 -3.610 -1.913
C -0.340 -3.104 -2.706
C 0.537 -2.337 -1.800
N -0.054 -2.226 -0.552
H -5.790 -5.900 -0.286
H -4.407 -4.030 -0.677
H -1.394 -5.635 1.872
H -2.752 -7.701 2.096
H -2.809 -3.903 3.111
H -1.432 -2.652 5.193
H 0.605 -1.386 3.975
H -2.045 -4.294 -2.318
H -0.180 -3.289 -3.736
H 1.462 -1.795 -2.242
H -1.230 0.040 0.477
O 5.580 -0.036 -2.622
S 4.419 0.630 -3.024
O 4.222 0.786 -4.402
N 3.147 -0.103 -2.320
C 2.655 0.538 -1.410
O 1.539 0.271 -0.730
C 3.111 1.922 -1.257
C 2.769 3.024 -0.391
C 3.584 4.188 -0.597
C 4.466 4.431 -1.569
C 4.876 3.326 -2.250
C 4.228 2.081 -2.038
H 2.046 3.118 0.407
H 3.343 5.025 0.130
H 4.875 5.427 -1.713
H 5.499 3.293 -3.122
C 0.785 5.515 -3.448
C -0.348 4.951 -2.537
C -1.620 5.127 -3.125
C -2.726 4.598 -2.460
C -2.570 3.719 -1.389
C -1.349 3.707 -0.753
C -0.230 4.425 -1.274
S -3.692 2.344 -1.170
C -2.648 1.001 -2.006
O -3.746 2.076 0.332
H 1.738 5.486 -2.973
H 0.538 6.516 -3.782
H 0.899 4.795 -4.299
H -1.622 5.574 -4.115
H -3.706 4.757 -2.851
H -1.273 3.050 0.138
H 0.752 4.380 -0.724
H -3.153 0.877 -2.985
H -2.719 0.051 -1.443
H -1.550 1.196 -2.029

And the Löwdin charges, in e, turn out to be: 1.5559 0.1425 -0.6464 -0.1027 -0.3201 -0.3232 1.1213 -0.2897 -0.3150 1.0801 -0.6628 -0.0294 0.1343 0.1092 0.1344 0.1043 0.0730 0.0859 0.0276 0.1789 -0.1643 -0.2026 0.0105 -0.0139 -0.1483 -0.0328 -0.0375 0.0008 -0.2980 -0.0198 -0.0334 -0.1369 -0.1152 -0.2191 0.0113 -0.0253 -0.0632 -0.1151 0.1221 0.1186 0.1208 0.1367 0.1265 0.0920 0.0900 0.1088 0.0949 0.1236 -0.0610 -0.2470 0.6044 -0.2248 0.0354 -0.4933 -0.2291 -0.1138 0.0221 -0.0979 -0.0842 -0.0041 -0.1953 0.0948 0.1353 0.1295 0.1231 -0.0270 -0.2481 -0.0249 -0.0699 -0.4246 -0.0802 -0.0198 0.9577 -0.2210 -0.5807 0.0422 0.0779 0.1019 0.1206 0.1017 0.0953 0.0932 0.0484 0.0258 0.0480